No. 1
84
Properties=species:S:1:pos:R:3:forces:R:3 method="wB97M-V/def2-TZVPD" e_tot_ev=-56783.293 gap_ev=8.88 fmax_ev_per_a=2.48 charge=0 e_lumo_ev=-0.788
C -2.382 -1.963 0.351 0.287 -0.256 -0.077
H 0.281 4.533 -2.692 -0.007 0.017 -0.033
C -0.298 2.707 -1.846 -0.034 -0.077 -0.029
C -1.845 1.217 3.758 -0.020 -0.216 0.000
H -8.771 1.259 -5.519 -0.012 0.008 -0.010
H 0.434 -3.248 0.835 -0.039 0.013 0.023
H -0.754 4.661 -1.254 -0.020 -0.023 0.024
H 5.605 -5.206 0.509 0.019 0.005 -0.006
H 5.898 -6.774 1.281 0.015 -0.006 0.005
N -0.103 1.606 -1.588 -0.629 2.022 1.295
C -7.936 1.398 -4.836 0.041 -0.068 0.025
N -1.349 2.051 1.089 -0.230 -0.148 1.238
H 3.179 -0.466 1.700 -0.032 -0.275 -0.117
O 0.140 5.495 2.208 0.844 -0.703 -0.060
C 0.876 4.589 1.957 -0.422 0.255 0.267
C -2.358 1.279 1.459 -0.869 -0.089 -1.876
H 3.384 0.418 3.683 -0.021 0.122 0.211
N -4.603 -0.421 -0.771 -0.012 0.250 -0.204
C -0.404 0.400 -4.051 0.110 -0.067 0.009
H -2.046 0.878 4.757 0.056 0.031 0.325
C -2.555 -6.815 2.636 -0.065 0.005 -0.104
H 0.726 -4.880 0.191 0.062 -0.041 -0.003
H 6.809 3.669 1.391 -0.025 -0.002 -0.027
C 2.684 0.464 1.959 -0.043 0.566 -0.149
N -4.521 -5.806 1.251 0.138 -0.089 0.078
H -4.451 1.417 -3.316 -0.032 0.000 -0.003
O 3.693 3.571 0.388 -0.189 0.724 0.478
H -4.189 -0.241 -3.886 -0.002 -0.007 -0.008
H -3.938 -2.856 -0.729 -0.056 0.023 -0.014
N 0.377 -5.188 3.308 0.063 0.068 -0.192
N -6.730 -0.882 -4.445 -0.063 0.193 -0.032
C 1.868 1.151 0.888 0.423 -0.325 0.087
C -2.636 0.827 2.714 -0.499 -0.395 0.817
N -1.268 0.815 -4.685 0.220 0.005 -0.063
H -2.501 -7.891 2.485 -0.012 -0.006 -0.014
C -7.260 0.122 -4.618 0.039 -0.155 0.019
C 0.985 -4.178 0.980 -0.102 0.103 0.046
H -3.021 0.978 0.669 -0.183 -0.090 -0.303
C 2.680 3.671 1.031 0.577 -1.786 -0.272
C 3.911 -6.421 0.722 -0.114 -0.105 -0.046
C -0.773 2.014 3.432 0.097 -0.112 1.282
C 3.983 2.891 -3.481 0.002 -0.085 -0.080
C 4.011 4.156 -2.751 -0.088 -0.061 -0.117
H -7.239 2.115 -5.265 -0.002 0.014 -0.012
H -3.084 -3.931 0.387 0.015 -0.009 0.039
H -4.224 -2.731 1.009 -0.046 0.005 -0.025
N 2.895 -6.803 0.344 0.158 0.124 0.061
H 0.476 0.147 -2.176 0.214 -0.669 -0.647
H -2.704 -6.608 3.693 0.022 0.026 0.012
H 0.905 0.656 0.812 -0.304 -0.065 -0.024
N 2.794 1.006 3.096 0.286 -0.311 0.060
H -1.621 -6.360 2.319 0.081 -0.029 0.087
H 2.325 1.047 -0.090 0.278 -0.019 -0.160
C 5.203 -5.941 1.203 -0.084 -0.015 -0.022
H 5.039 4.478 -2.604 0.010 -0.002 0.027
C -3.474 -2.927 0.248 0.146 0.060 0.054
C -3.653 -6.254 1.857 -0.206 -0.040 0.016
H 5.278 3.725 2.274 -0.020 0.013 -0.040
H 5.084 -5.482 2.182 0.009 -0.002 0.017
H -8.309 1.783 -3.889 -0.010 0.008 0.008
O 2.250 4.777 1.674 -0.143 1.016 -0.462
H -1.449 4.166 -2.809 -0.007 -0.019 -0.034
C -3.925 0.484 -3.120 -0.181 -0.060 0.199
H 6.687 4.604 2.892 0.012 0.000 0.014
C 6.753 2.523 3.145 0.031 -0.112 0.075
H -0.084 2.350 4.185 0.237 0.091 0.117
C -0.581 2.359 2.133 0.985 1.651 -1.066
H 1.619 0.358 -3.519 0.069 0.021 -0.040
C 6.358 3.702 2.380 0.073 -0.061 0.110
N 7.057 1.592 3.746 -0.072 0.136 -0.113
H -3.472 0.172 2.870 -0.259 -0.120 -0.052
C 0.654 -4.750 2.282 -0.031 -0.006 0.116
H 3.477 4.919 -3.315 0.027 0.000 -0.044
H 0.756 -1.183 -3.323 0.057 -0.083 -0.256
C -4.300 -0.025 -1.807 -0.223 -0.014 0.097
C 1.696 2.569 1.242 -0.385 1.046 -0.064
H 3.539 4.027 -1.781 0.078 0.009 0.023
C -0.571 4.101 -2.170 0.045 -0.053 0.070
C 0.634 3.139 1.795 -0.457 -0.609 0.006
H -2.861 0.668 -3.152 0.120 0.028 -0.006
H 2.052 -3.972 0.932 0.032 -0.036 -0.035
N -1.452 -1.291 0.424 -0.025 -0.161 -0.010
N 3.957 1.896 -4.055 -0.050 0.131 0.134
C 0.680 -0.103 -3.216 0.348 -1.109 -0.624


No. 2
21
Properties=species:S:1:pos:R:3:forces:R:3 method="wB97M-V/def2-TZVPD" e_tot_ev=-8388.948 gap_ev=9.71 e_above_lowest_kcal_mol=84.7 fmax_ev_per_a=4.94 charge=0 e_lumo_ev=0.951
N -0.193 -1.018 0.311 1.231 -1.041 2.960
H -0.944 -3.003 -0.102 0.282 2.395 0.330
C 2.121 -0.412 0.140 0.530 -2.887 -0.581
H 2.377 -0.787 1.138 -0.062 0.149 -0.117
C 0.406 0.636 -1.378 2.113 -0.040 -1.139
H 2.686 0.444 -0.094 1.249 0.823 -0.309
C -0.530 -1.940 -0.418 -1.156 -3.557 -1.152
H -0.471 -1.979 -1.488 0.577 0.415 -1.167
H 2.316 -1.269 -0.607 -0.143 1.395 1.031
C 0.429 1.082 1.038 1.069 3.456 1.180
H -0.420 1.617 0.664 -0.552 0.617 0.195
H 1.082 0.264 -2.244 -0.998 0.189 1.533
H 0.506 1.746 -1.452 -0.435 -0.862 0.313
C 0.723 0.054 0.049 -0.767 0.402 -2.994
H -2.422 1.155 1.234 2.087 1.156 -0.379
H 1.226 1.884 1.334 -1.006 -1.568 -1.094
N -2.609 0.310 0.765 -3.668 -1.907 -1.267
H -3.717 0.470 0.912 3.013 -1.584 -1.745
H -0.581 0.255 -1.551 -0.670 0.589 -0.731
H 0.160 0.623 1.936 -0.489 -0.723 1.548
H -2.142 -0.133 -0.188 -2.205 2.583 3.585


No. 3
32
Properties=species:S:1:pos:R:3:forces:R:3 method="wB97M-V/def2-TZVPD" e_tot_ev=-31513.354 gap_ev=9.33 e_above_lowest_kcal_mol=47.3 fmax_ev_per_a=1.26 charge=0 e_lumo_ev=0.447
C 2.024 -1.609 -4.066 0.024 -0.041 -0.101
H 3.490 -3.169 -4.057 0.051 -0.057 -0.051
S -0.792 -0.616 -0.302 0.201 -0.250 -0.217
H 3.743 -3.157 -1.614 0.064 -0.057 0.065
C 2.487 -1.615 0.199 0.010 -0.007 0.016
H -3.733 -0.840 2.265 0.171 0.072 -0.216
C 0.621 0.249 -1.103 -0.362 0.117 0.268
H 0.189 1.029 -1.727 0.150 0.043 0.070
H -3.304 -1.138 0.668 -0.055 0.284 0.080
C -2.830 1.305 2.513 0.063 -0.432 -0.430
C -2.442 3.626 3.417 -0.060 -0.111 0.019
C 1.430 -0.715 -1.906 -0.061 -0.197 -0.106
N -2.962 -0.901 1.596 -0.078 -0.442 0.206
C 2.910 -2.481 -3.460 0.000 -0.011 -0.083
C -1.271 0.618 0.830 0.057 0.052 0.080
H -2.420 3.272 4.447 -0.047 0.052 0.100
H 1.905 -1.609 -5.139 -0.007 0.000 -0.092
C 3.051 -2.472 -2.084 -0.010 0.007 0.015
H 0.595 -0.051 -3.758 -0.074 0.082 -0.034
H -1.772 4.471 3.297 0.034 0.015 -0.020
C -2.036 2.525 2.501 -0.069 -0.004 0.060
H 2.843 -0.649 0.558 0.015 0.043 0.101
C 2.320 -1.600 -1.289 0.006 -0.021 -0.062
C 1.288 -0.734 -3.288 -0.001 0.013 0.066
O -3.810 1.053 3.189 -0.002 0.103 0.152
H 3.204 -2.376 0.495 0.049 -0.019 0.049
H 1.538 -1.825 0.691 0.000 0.015 0.111
H -3.466 3.925 3.198 -0.069 0.065 0.060
N -2.349 0.348 1.608 -0.038 0.590 0.088
N -0.624 1.746 0.882 0.389 -0.834 -0.856
H 1.183 0.707 -0.291 -0.006 0.053 -0.111
N -1.009 2.686 1.730 -0.340 0.875 0.774


No. 4
92
Properties=species:S:1:pos:R:3:forces:R:3 method="wB97M-V/def2-TZVPD" e_tot_ev=-79453.946 gap_ev=6.76 fmax_ev_per_a=1.05 charge=-1 e_lumo_ev=1.995
C -0.100 5.390 -2.668 0.023 -0.047 0.003
H 4.024 2.490 1.615 0.021 -0.006 -0.015
N -0.840 -3.410 -2.590 -0.031 -0.184 0.071
H -4.732 4.411 1.982 0.013 -0.011 0.000
H 2.958 -0.188 4.413 0.001 0.000 -0.008
C 2.551 1.917 0.283 -0.062 -0.103 -0.112
H -4.260 -1.262 -0.558 0.010 -0.024 0.008
C -0.325 -3.633 1.191 0.065 0.069 -0.113
H -4.362 -4.158 -0.917 0.004 -0.054 0.009
H 3.509 2.076 5.246 -0.008 -0.006 -0.001
H 2.110 4.008 4.583 -0.004 -0.015 -0.006
H 0.015 3.192 0.733 -0.063 0.067 0.004
H 4.988 -1.840 -1.587 0.028 0.038 -0.010
H -1.028 -5.280 -0.800 -0.009 0.030 0.012
C -1.942 -4.360 -2.486 0.091 0.033 -0.074
N -5.051 -1.772 -0.182 0.033 -0.021 0.055
C 1.870 3.015 4.223 -0.023 -0.038 -0.029
H -5.463 -3.190 1.286 -0.063 0.030 -0.011
P -0.889 1.279 1.704 -0.067 -0.124 -0.040
C 3.176 -1.125 -0.541 0.141 0.031 0.048
N -0.127 -2.244 0.784 -0.032 -0.044 0.139
C 0.783 2.826 3.386 0.010 0.036 0.088
C 1.731 1.010 -0.525 -0.019 0.126 0.093
H 1.205 6.281 -4.121 -0.001 -0.002 0.000
H 4.658 -1.622 0.959 -0.027 0.001 0.004
H 1.033 -0.513 2.903 0.008 0.035 0.025
C 1.402 -0.411 -3.184 0.013 -0.004 0.223
C 3.844 -0.979 -3.047 -0.007 0.299 0.111
H -0.542 -1.579 1.434 -0.011 -0.117 -0.078
C -0.361 4.269 -1.893 0.078 -0.017 0.024
H 2.801 0.015 -4.659 0.024 -0.031 -0.013
H 2.251 2.330 -2.855 -0.025 0.021 -0.006
C -4.132 3.681 2.511 0.047 -0.035 -0.016
C 2.344 0.659 4.135 -0.057 0.038 0.004
C 3.594 1.655 1.073 0.129 -0.150 0.013
C 2.645 -0.383 -3.664 0.169 -0.037 0.044
C -4.456 3.329 3.812 0.028 -0.022 0.000
C 1.253 0.477 3.291 0.086 -0.029 0.012
H 0.047 -3.894 -2.499 0.028 0.020 -0.039
H 0.058 -3.848 2.196 0.031 -0.023 0.056
H 2.238 2.957 0.242 -0.014 0.023 -0.033
H 0.246 -4.263 0.505 0.010 0.013 -0.024
O 0.263 0.812 -4.853 -0.069 -0.029 -0.006
H 1.353 -1.911 -1.816 -0.031 -0.026 0.004
N 1.170 -0.913 -1.831 -0.079 0.050 -0.031
C -3.038 3.097 1.879 -0.037 0.025 0.014
C 0.493 3.165 -1.936 0.016 0.005 -0.021
C 2.000 -0.261 -0.883 0.094 -0.123 -0.095
C 2.655 1.928 4.598 -0.036 -0.026 -0.035
H -3.938 -2.360 1.451 -0.004 0.003 0.035
C -2.594 1.807 3.855 0.014 0.044 -0.005
C 0.172 -0.058 -3.997 0.076 0.076 -0.078
H -4.170 -4.953 0.643 0.022 0.016 0.030
C -1.788 -4.047 1.189 -0.080 -0.053 -0.055
C 1.006 5.411 -3.508 -0.015 0.001 0.022
C 4.223 0.359 1.305 -0.016 0.164 -0.043
H 2.753 -2.117 -0.310 -0.025 -0.053 0.027
C 0.467 1.554 2.906 -0.021 0.042 0.084
H 4.970 0.344 2.092 -0.029 0.012 0.022
H -2.785 3.366 0.861 -0.019 -0.006 0.028
Tl -1.632 -1.021 -1.434 0.115 0.051 -0.197
N -2.474 -3.931 -0.092 0.014 0.049 0.006
H 0.862 -2.025 0.733 -0.032 0.049 0.026
H -5.309 3.782 4.302 0.010 -0.005 -0.004
H 0.168 3.677 3.109 0.003 -0.025 -0.003
C -4.601 -2.825 0.722 -0.052 0.084 -0.068
C 4.039 -0.784 0.649 -0.008 -0.081 -0.044
H -1.851 -5.204 -3.181 -0.029 -0.007 -0.051
C 1.851 4.311 -3.568 -0.023 -0.024 0.010
H -1.235 4.250 -1.251 -0.008 -0.005 -0.004
H -5.555 -2.158 -0.971 -0.025 -0.019 0.020
P 0.093 1.635 -1.028 -0.053 0.085 -0.018
O -0.860 -0.774 -3.718 -0.140 0.033 0.053
H -1.847 -5.082 1.575 -0.011 -0.001 0.019
H -0.824 -2.880 -3.459 -0.045 0.056 0.048
C -3.922 -4.035 0.076 0.049 -0.020 -0.020
C -2.256 2.160 2.547 0.049 0.085 -0.002
C -2.022 -4.916 -1.073 0.032 0.007 0.066
O 4.939 -0.631 -5.110 0.282 0.188 0.185
H -1.989 1.082 4.389 -0.013 0.000 -0.006
N -0.478 2.351 0.446 -0.014 0.058 0.049
H -3.931 2.110 5.502 0.009 0.001 -0.011
H 2.704 4.312 -4.234 -0.010 -0.001 0.015
O 5.838 -2.129 -3.678 0.183 0.305 0.183
H -2.310 -3.421 1.915 -0.025 0.004 -0.002
H -2.683 -5.795 -1.063 0.010 -0.048 0.018
C 5.028 -1.251 -4.033 -0.537 -0.687 -0.588
H -0.767 6.242 -2.626 0.004 -0.008 0.002
C 1.597 3.193 -2.787 -0.001 -0.029 -0.002
C 4.045 -1.329 -1.771 -0.062 -0.009 0.023
H -2.871 -3.839 -2.735 0.004 0.013 0.024
C -3.683 2.389 4.485 -0.002 0.011 -0.041